168
Properties=species:S:1:pos:R:3:forces:R:3 method="wB97M-V/def2-TZVPD" homo_energy_ev=-9.56 charge=0 max_force_ev_per_a=3.6 e_tot_ha=-4917.90222 homo_lumo_gap_ev=9.79 smiles="CCCCO[C@H]1[C@H](S(=O)(=O)C(F)(F)C(F)(F)C(F)(F)C(F)(F)F)S(=O)(=O)O[C@](CCC(F)(F)F)(C[C@@H](C)I)[C@]1(OC[C@@H](C)C(C)C)B(O)OC.CCCCCC.CCCCCC.CCCCCC.CCCCCC"
C 7.203352 1.305052 0.514288 -1.104 -0.617 0.204
C 6.040973 0.262653 0.707526 1.440 0.292 -1.025
C 5.335625 0.069244 -0.645330 -1.355 -0.291 0.676
C 4.172108 1.069322 -0.864724 1.874 -0.586 -0.330
O 3.012018 0.498088 -0.272259 -0.496 0.259 0.138
C 1.786939 0.972058 -0.793260 0.774 0.721 -0.514
C 1.124526 -0.174782 -1.651232 0.671 -0.015 1.408
S 1.109042 0.349921 -3.385287 -0.372 2.438 -1.022
O 0.125565 1.352152 -3.614163 -1.762 -0.297 0.529
O 2.374996 0.870903 -3.783822 1.688 -1.366 0.705
C 0.736716 -1.023290 -4.598255 0.226 -0.866 -0.190
F -0.544769 -1.240734 -4.729232 -1.236 -0.354 0.834
F 1.125766 -0.521839 -5.762865 0.743 0.668 -0.511
C 1.540098 -2.327601 -4.403337 0.531 -0.196 -0.421
F 2.827980 -1.980143 -4.515053 0.426 0.272 -0.019
F 1.408398 -2.866209 -3.182496 -0.547 0.136 0.393
C 1.269898 -3.454681 -5.470321 0.129 -0.735 0.531
F 0.475871 -3.085882 -6.468163 -0.468 0.608 -0.095
F 2.439934 -3.809694 -6.003204 0.535 -0.023 -0.156
C 0.675936 -4.770023 -4.869104 -0.392 0.074 -1.707
F 1.538223 -5.448734 -4.165668 0.605 -0.068 1.046
F -0.446454 -4.552422 -4.231018 -0.516 0.406 1.030
F 0.356039 -5.530895 -5.918169 0.022 -0.359 -0.582
S -0.468252 -0.818911 -1.057668 -2.107 -1.329 -2.662
O -1.417232 -0.478902 -2.067544 -0.472 1.398 -0.269
O -0.357461 -2.239242 -0.986427 1.229 -0.042 1.679
O -0.995022 -0.117903 0.251863 1.247 0.245 -0.780
C -0.002704 0.586941 1.060613 1.227 -0.069 1.618
C 0.906744 -0.523959 1.643364 -0.143 -1.045 -0.581
C 0.083658 -1.730875 2.183008 0.058 0.985 0.722
C 0.814824 -2.423454 3.321937 -0.550 -0.272 -2.359
F 1.801013 -3.150874 2.765448 1.016 -0.078 0.099
F 1.342519 -1.596972 4.201267 0.337 0.332 0.965
F 0.036611 -3.308518 3.915771 -0.680 -0.301 1.018
C -0.815810 1.298288 2.175869 -0.520 -0.229 0.326
C -0.384054 1.100043 3.638680 0.272 0.741 0.363
C 0.904772 1.800089 4.088490 -0.190 0.349 0.256
I -1.972196 2.072525 4.811448 0.145 -0.324 -0.088
C 0.818078 1.621891 0.231938 -0.939 -0.074 -0.790
O 1.419306 2.438864 1.227729 0.177 -0.327 -0.701
C 2.458251 3.339484 0.847950 1.053 0.521 1.309
C 2.313808 4.625239 1.707420 -0.104 0.069 -0.373
C 3.680654 5.100998 2.236890 -0.226 -0.368 -0.190
C 1.577489 5.791242 1.012557 -0.507 0.563 0.100
C 0.016772 5.675270 1.103016 0.916 -0.066 -0.615
C 2.066283 6.108388 -0.426581 0.058 0.580 0.332
B -0.157328 2.603815 -0.630422 -0.833 0.403 -0.088
O -1.542333 2.582095 -0.484771 0.415 -0.568 -0.386
O 0.381827 3.520494 -1.480308 -0.056 -0.701 0.087
C -0.531577 4.110449 -2.408453 -0.239 0.963 -0.455
H 7.311609 1.924930 1.405121 0.276 0.059 -0.199
H 8.119941 0.756497 0.294696 0.068 0.261 0.067
H 6.946168 1.907767 -0.360897 0.263 0.308 0.250
H 6.526947 -0.682542 0.965546 -0.334 0.076 0.305
H 5.358941 0.555915 1.508293 -0.097 -0.099 -0.176
H 4.858307 -0.920440 -0.631866 0.144 0.078 -0.293
H 6.005016 0.106961 -1.507976 0.204 0.017 0.284
H 4.489680 2.016395 -0.409943 -0.535 0.022 0.074
H 4.095232 1.230849 -1.945870 -0.619 -0.054 0.151
H 2.046555 1.753235 -1.521186 -0.206 0.042 0.223
H 1.827965 -1.011261 -1.578194 -0.213 0.010 -0.025
H 1.532454 -0.972885 0.858718 0.043 0.460 0.041
H 1.606814 -0.143422 2.383985 -0.182 0.147 -0.063
H -0.881622 -1.359359 2.537572 0.005 -0.372 0.044
H -0.071396 -2.502935 1.430049 -0.150 0.210 -0.030
H -0.891564 2.377219 2.028092 0.191 -0.155 -0.296
H -1.849618 0.947004 2.100310 0.177 -0.081 -0.155
H -0.399210 0.084910 4.021693 -0.149 -0.012 -0.297
H 0.739070 2.882379 4.092097 0.132 -0.114 -0.162
H 1.134768 1.533917 5.123953 -0.016 -0.108 -0.147
H 1.777032 1.610455 3.460030 -0.197 -0.185 0.003
H 3.408370 2.897258 1.183962 -0.222 -0.212 -0.220
H 2.584044 3.538227 -0.218368 -0.618 -0.103 0.014
H 1.697339 4.334862 2.566569 0.182 -0.064 -0.064
H 4.190391 5.694669 1.470788 0.116 -0.072 0.183
H 4.299798 4.237342 2.503767 0.063 0.186 -0.063
H 3.563874 5.696442 3.145682 -0.043 0.124 -0.220
H 1.814058 6.688664 1.599187 0.136 -0.262 0.090
H -0.421493 6.605425 1.468497 -0.020 -0.209 0.230
H -0.236019 4.822380 1.738139 -0.369 0.223 -0.048
H -0.377094 5.542099 0.092721 -0.211 -0.297 0.214
H 2.930215 5.514670 -0.738181 -0.205 -0.051 -0.056
H 1.257581 6.030063 -1.154566 0.178 -0.347 -0.023
H 2.389807 7.154612 -0.481606 0.020 -0.145 0.016
H -1.918730 1.934150 -1.105959 -0.254 0.108 0.348
H 0.042265 4.679397 -3.144117 0.137 -0.207 0.152
H -1.144077 3.386326 -2.947995 0.284 -0.181 0.167
H -1.220148 4.813465 -1.927283 0.177 -0.161 0.193
C 6.306985 -6.822787 5.759146 0.127 0.014 -0.068
C 6.711054 -5.356255 5.870921 -0.084 -0.072 0.121
C 5.519569 -4.400392 5.911419 0.060 0.094 -0.044
C 4.638229 -4.408281 4.660973 -0.044 -0.097 0.006
C 5.359008 -4.087927 3.352572 -0.091 0.113 0.016
C 5.961296 -2.687013 3.321454 0.082 -0.107 -0.098
H 5.769799 -7.024569 4.830888 -0.021 -0.009 0.025
H 7.190306 -7.463615 5.771589 -0.041 -0.035 0.009
H 5.667837 -7.116216 6.594726 -0.027 0.004 -0.031
H 7.382371 -5.097020 5.047523 -0.018 0.035 -0.002
H 7.289271 -5.224460 6.789890 0.028 0.034 -0.039
H 5.888224 -3.386048 6.090979 -0.020 0.001 -0.002
H 4.894296 -4.649305 6.774887 0.020 -0.008 0.001
H 3.829235 -3.684742 4.804744 0.004 -0.006 -0.029
H 4.152550 -5.383692 4.564521 -0.006 0.014 0.015
H 4.639845 -4.175670 2.533240 0.012 -0.044 0.012
H 6.139171 -4.828452 3.154627 -0.010 -0.010 0.026
H 5.190451 -1.927909 3.475784 0.016 0.005 0.031
H 6.430584 -2.496672 2.354072 -0.009 0.034 0.048
H 6.728144 -2.559412 4.087573 -0.023 0.033 0.010
C -4.855022 6.094171 -7.592476 0.049 -0.072 -0.109
C -4.957876 4.607124 -7.268776 -0.102 0.110 0.049
C -4.822595 4.300050 -5.778258 0.010 -0.107 0.012
C -3.478634 4.683678 -5.156825 0.030 0.111 -0.020
C -2.254781 4.041469 -5.809449 -0.028 -0.068 0.122
C -2.244119 2.520001 -5.709474 0.052 0.059 -0.150
H -3.878443 6.500127 -7.322975 -0.021 0.018 0.015
H -4.995000 6.262140 -8.661686 -0.004 0.051 0.022
H -5.620569 6.663264 -7.060419 0.033 0.008 0.020
H -4.209689 4.054150 -7.843140 0.004 -0.024 0.032
H -5.932526 4.244683 -7.607378 0.037 -0.044 -0.010
H -5.005410 3.233308 -5.620512 0.012 0.009 0.019
H -5.615790 4.823815 -5.234789 -0.004 -0.002 -0.024
H -3.498738 4.410489 -4.095602 0.011 -0.010 -0.010
H -3.362059 5.771541 -5.182884 -0.023 -0.009 0.004
H -1.358531 4.429398 -5.315896 0.008 0.028 -0.058
H -2.179595 4.342693 -6.858090 -0.015 0.031 0.017
H -2.276138 2.197422 -4.666930 -0.022 -0.064 -0.024
H -1.333330 2.117643 -6.155870 -0.011 -0.061 0.067
H -3.091485 2.074452 -6.233942 -0.010 0.004 0.036
C -9.329713 2.031226 3.079790 -0.007 -0.004 -0.142
C -8.301625 1.005562 2.613345 -0.079 -0.019 0.137
C -7.086588 0.902864 3.534076 0.071 -0.044 -0.058
C -6.252495 2.179679 3.652490 -0.069 0.072 0.039
C -5.707977 2.723603 2.332265 0.109 -0.028 0.089
C -4.751375 1.764878 1.633068 -0.077 0.064 -0.184
H -8.916456 3.041236 3.091847 -0.009 -0.006 0.030
H -10.191648 2.038667 2.410357 -0.018 0.028 0.044
H -9.687389 1.796093 4.084674 0.025 0.031 0.006
H -7.989290 1.237914 1.591540 0.037 -0.011 0.012
H -8.784285 0.025090 2.570064 0.035 0.001 -0.048
H -6.450506 0.083202 3.187279 0.012 0.012 0.016
H -7.423844 0.617428 4.535869 -0.016 -0.007 -0.016
H -5.412752 1.981903 4.326945 0.011 0.003 -0.030
H -6.847105 2.960260 4.136706 -0.006 -0.022 0.002
H -5.177179 3.657852 2.537639 -0.034 0.006 -0.013
H -6.529597 2.981445 1.657886 -0.014 -0.001 0.024
H -3.902744 1.529667 2.278152 -0.066 -0.021 0.020
H -4.362828 2.215333 0.717220 0.056 -0.044 0.021
H -5.244701 0.831125 1.355698 0.024 -0.012 0.024
C -2.863407 -4.606354 -1.841925 -0.054 0.061 0.152
C -1.762267 -5.003620 -0.864586 0.087 -0.081 -0.181
C -1.196465 -6.400215 -1.121890 -0.013 -0.025 0.117
C -2.199129 -7.546207 -0.974130 -0.046 0.013 -0.073
C -2.881474 -7.637495 0.389973 0.072 -0.120 -0.011
C -1.909915 -7.895357 1.537045 -0.130 0.081 0.056
H -3.730893 -5.265059 -1.764544 0.004 0.002 -0.034
H -3.204879 -3.589844 -1.637212 0.000 0.003 -0.058
H -2.501910 -4.637077 -2.871629 -0.051 -0.028 0.024
H -2.136583 -4.924407 0.161072 0.017 -0.042 0.012
H -0.949956 -4.282217 -0.949847 -0.085 -0.158 0.060
H -0.351224 -6.566974 -0.447040 -0.002 -0.018 -0.014
H -0.782570 -6.433631 -2.135194 -0.003 0.020 0.006
H -1.678778 -8.489128 -1.173667 -0.020 -0.005 0.021
H -2.967891 -7.460220 -1.747807 0.019 0.014 -0.002
H -3.607597 -8.454857 0.357382 -0.027 0.042 -0.007
H -3.454680 -6.728061 0.590546 0.010 0.006 -0.032
H -1.354756 -8.822163 1.376795 0.036 0.029 -0.008
H -2.451227 -7.987644 2.480437 0.057 -0.019 0.012
H -1.192889 -7.080289 1.649761 0.022 -0.030 -0.004